{
  "formula": "C42H54N13O4STi",
  "method": "ωB97M-V/def2-TZVPD",
  "elements": ["H", "H", "H", "H", "H", "H", "C", "H", "C", "N", "H", "H", "H", "C", "O", "C", "H", "H", "C", "N", "C", "H", "N", "C", "H", "C", "H", "H", "H", "H", "O", "C", "C", "H", "H", "H", "N", "H", "C", "H", "C", "C", "C", "C", "C", "H", "C", "C", "H", "N", "H", "C", "Ti", "H", "H", "N", "C", "C", "C", "O", "H", "N", "N", "C", "H", "C", "H", "H", "C", "C", "H", "H", "C", "C", "H", "C", "H", "N", "H", "H", "C", "C", "H", "C", "N", "H", "N", "N", "H", "O", "H", "C", "S", "C", "H", "H", "H", "H", "H", "H", "C", "H", "C", "H", "C", "H", "C", "H", "H", "C", "N", "C", "C", "C", "H"],
  "coordinates": [[10.28856, 16.58797, 9.11441], [12.88922, 7.03566, 7.12312], [7.91349, 12.91289, 14.59931], [13.60829, 12.96054, 11.57851], [12.74468, 9.34997, 6.43198], [14.50993, 12.15185, 7.45843], [14.61629, 11.31360, 14.39100], [7.57291, 14.08058, 10.08301], [13.31103, 14.38154, 13.03801], [11.57689, 9.50911, 12.13378], [5.39554, 7.80831, 8.55079], [9.76316, 12.48436, 7.64743], [16.12554, 14.57090, 9.67411], [12.02206, 13.63925, 9.16875], [11.88346, 7.15256, 11.94980], [7.61691, 9.34323, 13.89305], [5.44839, 13.33189, 3.45696], [8.70935, 13.82408, 7.31747], [12.32755, 7.37952, 9.17933], [4.70584, 11.51617, 4.12145], [10.19353, 9.17778, 14.20913], [8.09237, 6.93832, 12.62696], [4.54348, 11.16845, 5.36433], [14.48096, 13.20224, 9.27545], [13.95767, 8.20989, 12.92323], [15.49065, 13.87080, 10.21518], [14.77330, 8.55154, 14.44022], [8.44264, 14.60821, 14.13141], [14.04432, 12.22395, 9.63684], [9.06587, 8.99101, 12.41803], [8.96834, 6.78084, 6.95069], [9.40960, 13.02068, 12.94478], [11.10576, 14.65530, 13.84225], [11.24525, 9.49129, 17.44367], [7.31634, 8.84870, 14.81056], [8.87808, 14.97258, 10.87786], [9.23389, 12.04834, 12.00140], [14.07233, 12.17854, 14.77327], [9.49892, 13.75656, 9.31870], [15.15875, 10.87960, 15.30110], [6.89519, 7.78448, 7.16489], [12.15716, 11.55398, 8.19680], [7.81179, 10.75161, 10.88790], [8.97612, 8.73289, 13.43736], [10.84261, 14.43968, 9.12645], [12.27387, 6.37060, 9.56233], [8.48319, 14.66122, 9.88687], [12.02533, 8.46214, 10.06809], [8.29404, 6.84369, 14.35237], [7.93280, 11.59321, 11.83744], [12.51393, 17.42663, 8.71823], [13.41276, 15.53080, 8.90628], [10.93690, 11.22492, 10.91385], [6.50103, 9.64649, 9.73522], [14.34291, 14.77509, 12.93006], [11.63850, 12.91364, 12.22029], [11.81251, 8.31721, 11.51253], [12.23186, 10.03261, 8.41618], [14.57958, 8.95328, 13.42470], [12.35455, 12.04194, 7.06221], [9.50648, 12.89883, 10.00861], [4.05667, 9.90269, 5.69662], [11.96762, 9.70318, 9.67560], [8.80449, 7.21794, 13.45423], [12.70690, 15.90629, 14.52061], [8.96813, 13.09929, 8.09067], [13.27727, 10.22766, 16.26921], [15.01494, 14.37040, 10.98902], [11.25397, 9.47071, 16.37945], [12.51237, 9.95028, 14.30026], [15.41101, 11.71667, 13.72447], [16.20188, 12.38204, 8.09677], [12.51935, 9.08522, 7.47187], [7.70037, 6.58633, 7.39375], [8.34268, 15.47186, 9.23151], [13.32153, 14.17048, 9.12146], [9.20288, 8.94897, 16.17487], [11.90828, 12.19334, 9.34885], [10.32493, 15.26694, 14.33917], [9.64039, 6.20794, 7.41129], [12.42843, 15.03762, 13.92414], [12.56726, 7.76215, 7.86922], [4.85114, 9.32297, 5.99214], [11.38632, 9.61385, 13.55337], [5.12251, 13.15155, 5.55306], [16.16229, 13.20574, 10.70436], [6.66066, 10.04508, 10.68996], [5.44767, 7.62247, 7.54352], [7.05654, 7.99112, 6.09168], [7.27157, 5.55691, 7.91424], [6.78239, 9.16591, 13.23103], [11.06834, 15.80936, 9.02951], [9.16941, 10.16313, 9.81923], [15.18942, 12.82367, 7.92764], [14.38875, 15.98588, 8.83488], [13.50326, 10.61333, 12.63795], [15.21381, 13.74505, 7.37805], [5.82180, 10.36000, 11.10638], [7.39968, 13.71649, 13.12552], [5.15173, 6.66808, 7.35707], [5.12408, 12.78190, 4.30201], [7.62249, 10.43627, 14.01396], [10.12046, 9.11962, 15.64214], [9.74095, 6.68752, 13.30219], [8.24827, 13.55746, 13.79154], [15.45649, 9.07340, 12.84244], [12.39796, 9.91526, 15.71273], [3.53568, 10.08099, 6.56110], [8.12388, 12.39194, 8.28633], [12.33021, 16.33972, 8.85239], [4.75379, 12.10244, 6.26653], [10.67389, 13.55375, 13.00336], [12.87910, 13.38103, 12.29611], [13.79782, 10.28335, 13.60674], [7.39035, 8.59736, 7.65466]],
  "forces_ev_per_angstrom": [[0.0, -0.9, -0.2], [-0.3, -0.1, 0.2], [0.2, -0.1, 0.1], [-0.7, -0.1, 0.5], [-0.2, 0.1, 0.6], [0.0, -0.5, -0.9], [1.6, -0.1, 0.3], [0.0, 0.4, -0.2], [2.0, 2.7, 2.1], [-0.8, 0.2, -0.5], [-0.2, -0.5, -0.5], [-0.2, 0.0, 0.0], [-0.1, 0.2, -0.1], [-0.5, -0.6, 0.4], [-0.1, 1.0, 0.5], [0.5, 0.4, 0.6], [0.1, 0.8, -0.3], [-0.3, 0.1, 0.0], [-0.7, 1.8, 0.8], [0.7, 0.7, 0.3], [-0.2, 0.3, 1.2], [0.7, 0.2, 0.5], [-0.6, -0.8, 0.3], [0.7, -0.4, -0.1], [-0.1, 0.1, 0.0], [0.6, -0.7, -1.2], [0.3, 0.1, -0.6], [0.2, -1.2, 0.2], [0.8, 1.3, 0.3], [0.5, 0.5, -1.2], [0.6, -0.6, 0.8], [-2.3, -0.8, -0.4], [-0.6, 0.3, 0.2], [-0.1, -0.1, 0.7], [0.0, 0.2, 0.5], [-0.5, 0.4, -0.5], [0.2, 0.3, 1.0], [-0.3, -0.2, -0.2], [0.2, -0.6, 0.0], [-0.7, 0.3, -1.3], [-1.7, -0.2, -1.0], [0.1, -0.6, -1.3], [1.5, -0.9, -0.9], [-1.2, -0.1, 0.6], [1.3, -0.9, 0.6], [0.3, 0.0, -0.1], [0.0, -0.5, 2.3], [0.4, -1.3, -1.0], [0.4, 0.2, 0.2], [0.1, 0.5, 0.0], [-0.5, -0.8, 0.2], [1.9, -0.4, 0.1], [0.8, -0.4, 1.8], [0.5, 0.8, 1.5], [-0.7, -0.6, 0.2], [-1.0, -0.2, 0.2], [-0.5, -0.8, 1.7], [-0.4, 1.5, -0.2], [-1.3, 0.0, 1.1], [-0.3, -0.8, 1.3], [0.8, 0.5, 0.1], [0.1, 0.2, 0.8], [0.3, 0.6, -0.6], [-1.0, -0.7, -0.8], [0.1, -0.3, -0.1], [0.2, -1.1, -1.7], [-0.2, -0.1, 0.2], [-0.9, 1.2, 1.3], [0.1, 0.5, -1.4], [-0.9, 0.1, 1.6], [-0.3, -0.2, 0.4], [-0.8, 0.4, -0.1], [0.4, 0.3, -0.8], [0.3, -2.7, 1.5], [-0.6, 1.3, -0.6], [-1.3, -1.3, -0.6], [-0.3, -0.4, -0.2], [-0.3, 1.6, -1.1], [0.7, -0.7, -0.1], [-1.2, 0.4, -0.6], [-1.4, -0.1, -0.7], [0.4, -1.0, -0.1], [-0.3, 0.1, -0.1], [-0.4, -2.0, 0.1], [0.2, 0.6, 1.7], [0.6, -1.0, 0.2], [-0.6, -1.2, -2.0], [1.5, 1.0, -0.1], [-0.5, 0.1, 0.2], [1.2, 1.7, -1.0], [0.1, -0.4, -0.7], [-1.3, 1.0, -0.1], [-1.7, 0.1, 0.2], [-0.2, 0.3, 1.6], [0.3, 0.0, -0.1], [0.2, 0.7, -0.8], [0.5, 0.3, -0.7], [-0.7, 0.6, 0.6], [-0.2, -0.4, -0.1], [0.2, 0.1, 0.3], [-0.4, -1.4, -1.4], [0.3, -0.4, 0.2], [1.4, 0.9, -1.5], [0.1, 0.0, 0.0], [0.3, 1.2, -1.2], [1.1, 0.2, -0.3], [0.3, -0.2, -0.7], [0.0, -0.3, -0.3], [0.5, 0.8, 0.0], [-0.2, 1.2, 0.0], [0.1, 0.2, -0.9], [2.5, 0.5, 0.5], [0.6, -1.7, -2.7], [0.3, -0.7, 1.3], [0.0, 0.7, 0.6]],
  "charge": -1,
  "max_force_ha_per_bohr": 0.0769,
  "de_lowest_ev": 0.237,
  "multiplicity": 3,
  "homo_lumo_gap_ev": [5.56, 7.39],
  "s_squared": 2.021
}